ORCA calculation (ωB97M-V with the def2-TZVPD basis set) on a 2-piece molecular cluster, C5H12N2O overall.

Calculated values
Kohn-Sham gap = 10.75 eV
SMILES = CC(N)=O.C=NCC
HOMO level = -9.8 eV
Relative energy (zero: lowest compared OMol25 entry of this formula, charge and spin) = 30.9 kcal/mol

Last column: Löwdin charge in e.
CARTESIAN COORDINATES (ANGSTROEM)
N  0.876  1.969  0.683  0.136
H  -0.614  -2.313  2.650  0.070
C  1.112  1.535  -1.713  -0.006
H  -0.096  2.161  0.503  0.095
H  1.076  1.681  1.628  0.100
C  1.545  1.257  -0.293  -0.612
H  -0.218  -2.108  0.143  0.108
H  -2.089  -2.635  1.740  0.071
H  -1.181  -1.841  -1.758  0.078
C  -0.758  -1.327  0.699  -0.318
H  -0.027  -0.548  0.921  0.081
H  -2.656  -0.687  -1.971  0.065
N  -1.785  -0.747  -0.138  -0.046
C  -1.353  -1.868  1.987  -0.096
H  0.151  1.042  -1.866  0.066
H  -1.855  -1.049  2.502  0.070
O  2.410  0.455  -0.021  0.044
H  1.848  1.082  -2.370  0.083
H  1.027  2.607  -1.881  0.081
C  -1.895  -1.122  -1.332  -0.070

Cartesian forces (eV/Å) of the 6 atoms listed first:
N -0.018 -0.125 -0.199
H 0.158 0.081 -0.082
C 0.089 -0.180 0.340
H -0.028 0.246 -0.028
H 0.033 -0.083 0.014
C -0.205 -0.074 0.147

***

ORCA calculation (ωB97M-V with the def2-TZVPD basis set) on a 2-piece molecular cluster, C5H12N2O overall.

Calculated values
Kohn-Sham gap = 5.86 eV
HOMO level = -8.6 eV
Relative energy (zero: lowest compared OMol25 entry of this formula, charge and spin) = 152.4 kcal/mol

Last column: Löwdin charge in e.
CARTESIAN COORDINATES (ANGSTROEM)
N  -2.604  -0.321  -0.897  -0.003
H  -1.786  -0.689  -1.575  -0.089
C  1.729  0.973  -0.681  -0.047
H  2.009  -2.361  0.329  0.078
C  2.264  -1.479  -0.272  -0.067
C  -0.805  0.416  0.656  -0.414
H  -0.307  -0.848  -0.746  0.001
H  1.618  0.002  1.277  0.157
H  -2.710  1.242  0.472  0.092
N  0.033  -0.646  0.166  0.090
O  -0.335  1.225  1.546  0.011
H  2.814  1.198  -0.676  0.089
C  -2.074  0.531  0.114  0.015
H  -3.055  -1.151  -0.520  0.113
H  1.983  -1.723  -1.295  0.069
H  3.358  -1.234  -0.296  0.093
H  -1.107  -0.985  -2.214  0.114
H  1.175  1.814  -0.322  0.055
H  1.388  0.747  -1.706  0.085
C  1.435  -0.280  0.186  -0.441

Cartesian forces (eV/Å) of the 6 atoms listed first:
N -0.207 3.221 5.030
H 1.136 -0.804 -1.058
C 0.304 -1.115 -0.268
H 0.466 0.213 0.010
C 0.313 0.327 0.075
C 5.575 0.371 3.549

***

ORCA calculation (ωB97M-V with the def2-TZVPD basis set) on C5H12N2O as an isolated structure.

Calculated values
Kohn-Sham gap = 9.32 eV
HOMO level = -8.8 eV
Relative energy (zero: lowest compared OMol25 entry of this formula, charge and spin) = 90.6 kcal/mol

Last column: Löwdin charge in e.
CARTESIAN COORDINATES (ANGSTROEM)
N  1.631  -0.258  -0.943  -0.105
C  -1.608  1.389  -0.513  -0.082
H  1.124  -2.094  -0.115  0.084
H  -2.566  -1.001  -0.037  0.076
H  2.779  -1.586  0.270  0.088
N  2.044  1.700  0.585  0.186
C  1.749  0.750  -0.006  -0.311
H  -1.936  0.322  1.991  0.080
C  2.021  -1.614  -0.510  -0.051
H  -0.986  2.257  -0.291  0.070
H  -0.497  -0.718  1.993  0.073
H  2.388  -2.180  -1.364  0.090
C  -0.927  0.195  1.581  -0.080
H  0.122  -0.159  -0.711  0.153
H  -2.600  1.555  -0.075  0.075
H  1.938  -0.003  -1.882  0.155
H  -0.329  1.038  1.925  0.062
O  -1.657  -1.046  -0.367  -0.105
C  -0.955  0.139  0.063  -0.532
H  -1.736  1.315  -1.594  0.074

Cartesian forces (eV/Å) of the 6 atoms listed first:
N 1.756 0.338 0.068
C 0.057 -0.141 0.063
H 0.050 -0.137 0.008
H 0.041 -0.083 -0.037
H 0.105 0.022 -0.079
N -0.733 -0.702 0.062

***

ORCA calculation (ωB97M-V with the def2-TZVPD basis set) on an isolated molecule of C5H12N2O.

Calculated values
Kohn-Sham gap = 10.11 eV
SMILES = C=CN(N)OC(C)C
HOMO level = -9.0 eV
Relative energy (zero: lowest compared OMol25 entry of this formula, charge and spin) = 106.5 kcal/mol

Last column: Löwdin charge in e.
CARTESIAN COORDINATES (ANGSTROEM)
H  0.748  2.125  -1.649  0.078
N  -2.589  -0.770  -0.022  0.046
C  -0.502  -1.640  0.422  -0.224
H  0.210  -2.578  -1.311  0.065
H  0.717  0.406  -2.032  0.070
C  1.109  1.147  -1.339  -0.047
H  0.648  2.812  0.911  0.080
C  0.610  0.840  0.069  -0.531
H  2.196  1.148  -1.372  0.076
H  -3.122  -0.149  -0.619  0.094
H  2.172  1.928  1.087  0.079
O  -0.767  0.735  0.150  -0.118
H  -2.801  -0.581  0.960  0.092
N  -1.264  -0.692  -0.334  -0.153
C  1.087  1.836  1.116  -0.046
H  0.771  1.522  2.108  0.076
H  0.984  -0.222  0.356  0.128
H  0.442  -3.517  0.256  0.058
H  -0.712  -1.706  1.488  0.119
C  0.064  -2.644  -0.247  0.059

Cartesian forces (eV/Å) of the 6 atoms listed first:
H -0.023 0.148 -0.079
N -0.178 0.083 0.183
C -1.284 -1.532 -0.528
H -0.219 -0.021 -0.260
H 0.051 -0.056 -0.087
C -0.312 0.039 0.261

***

ORCA calculation (ωB97M-V with the def2-TZVPD basis set) on an isolated ion of composition C5H12N2O and charge +1.

Calculated values
Total charge = +1
⟨S²⟩ = 0.759
Kohn-Sham gap (alpha / beta) = 8.30 / 4.34 eV
Spin multiplicity = 2
HOMO level (alpha / beta) = -12.9 / -12.8 eV
Relative energy (zero: lowest compared OMol25 entry of this formula, charge and spin) = 40.2 kcal/mol

Last column: Löwdin spin population.
CARTESIAN COORDINATES (ANGSTROEM)
O  1.046  -2.081  1.249  0.206
H  1.453  1.121  1.671  0.005
C  0.775  0.380  1.292  0.117
H  2.300  -1.020  2.321  0.046
C  0.702  0.534  -0.232  0.039
H  -0.964  -0.857  -0.201  0.004
N  -0.421  0.516  1.964  0.400
H  1.617  0.107  -0.639  -0.001
H  -1.468  1.720  -1.061  0.001
H  -0.387  0.884  2.908  0.011
H  -0.295  0.945  -3.151  0.001
H  -1.507  0.007  -3.438  0.000
H  -1.180  -0.104  1.694  0.012
C  -0.474  -0.175  -0.902  0.011
C  -1.532  0.768  -1.580  0.006
N  -1.310  0.913  -3.023  0.012
C  1.454  -1.041  1.619  0.122
H  0.722  1.581  -0.524  0.009
H  -2.490  0.277  -1.448  0.000
H  -0.224  -0.943  -1.636  0.000

Cartesian forces (eV/Å) of the 6 atoms listed first:
O -0.253 0.588 -0.371
H 0.570 0.179 0.402
C -0.408 1.650 -0.591
H 0.279 0.568 0.005
C 0.213 -1.315 -1.242
H -0.294 0.241 0.461

***

ORCA calculation (ωB97M-V with the def2-TZVPD basis set) on an isolated ion of composition C5H12N2O and charge +1.

Calculated values
Total charge = +1
⟨S²⟩ = 0.759
Kohn-Sham gap (alpha / beta) = 11.63 / 6.10 eV
Spin multiplicity = 2
HOMO level (alpha / beta) = -14.5 / -14.0 eV
Relative energy (zero: lowest compared OMol25 entry of this formula, charge and spin) = 10.8 kcal/mol

Last column: Löwdin spin population.
CARTESIAN COORDINATES (ANGSTROEM)
C  0.043  1.633  0.249  0.011
H  0.578  3.434  1.232  0.000
H  -0.479  0.243  -1.696  0.001
H  1.976  0.136  1.503  0.012
C  0.506  2.374  1.470  -0.002
H  -0.074  -2.615  -1.234  0.004
H  0.553  -0.713  2.006  0.016
N  0.380  0.228  0.156  0.325
C  1.172  -0.486  1.148  0.035
N  -1.895  -1.779  -1.633  0.247
H  1.448  2.076  1.908  0.000
H  -1.727  -1.733  -2.633  0.008
H  0.985  -0.635  -1.665  0.040
C  0.120  -0.398  -1.060  0.114
C  -0.698  -1.807  -0.881  0.093
H  -0.289  2.235  2.207  0.000
H  -0.967  -1.890  0.179  0.004
O  -0.635  2.121  -0.608  0.088
H  -2.493  -0.996  -1.378  0.007
H  1.498  -1.430  0.731  0.001

Cartesian forces (eV/Å) of the 6 atoms listed first:
C 0.014 0.152 0.546
H -0.205 -0.106 -0.069
H -0.094 0.317 0.147
H 0.474 -0.012 -0.073
C -0.244 0.180 -0.071
H 0.200 -0.153 0.222

***

ORCA calculation (ωB97M-V with the def2-TZVPD basis set) on a 2-piece molecular cluster, C5H12N2O2 overall.

Calculated values
Kohn-Sham gap = 9.76 eV
SMILES = CC(=O)N(C)O.[H]/N=C/C
HOMO level = -8.9 eV
Relative energy (zero: lowest compared OMol25 entry of this formula, charge and spin) = 66.9 kcal/mol

Last column: Löwdin charge in e.
CARTESIAN COORDINATES (ANGSTROEM)
H  0.372  -1.231  -1.923  0.080
H  -1.200  1.216  1.999  0.066
N  1.353  -0.683  -0.185  -0.165
H  2.055  -0.718  -2.170  0.091
C  -1.736  -0.479  0.893  -0.325
H  0.316  2.464  -0.531  0.091
O  1.223  0.953  1.329  0.024
H  1.728  -2.281  -1.403  0.097
C  1.379  -1.255  -1.502  -0.029
O  1.996  -1.438  0.809  0.012
H  -2.895  0.791  2.154  0.076
C  -2.071  0.858  1.446  -0.089
C  1.029  0.596  0.172  -0.521
H  1.296  1.570  -1.723  0.085
H  -1.254  -1.192  1.638  0.133
C  0.550  1.484  -0.937  0.004
H  -1.616  -1.712  -0.580  0.049
H  -0.350  1.067  -1.384  0.069
H  1.982  -0.821  1.573  0.097
N  -1.864  -0.756  -0.327  0.080
H  -2.291  1.567  0.653  0.076

Cartesian forces (eV/Å) of the 6 atoms listed first:
H 0.063 -0.123 -0.065
H -0.026 0.068 0.061
N -0.030 0.833 0.656
H 0.063 -0.020 -0.012
C 0.904 -0.864 1.022
H 0.095 0.009 0.022

***

ORCA calculation (ωB97M-V with the def2-TZVPD basis set) on a 2-piece molecular cluster, C5H12N2O2 overall.

Calculated values
Kohn-Sham gap = 9.06 eV
SMILES = C=C(C)NC.NC(=O)O
HOMO level = -8.6 eV
Relative energy (zero: lowest compared OMol25 entry of this formula, charge and spin) = 26.3 kcal/mol

Last column: Löwdin charge in e.
CARTESIAN COORDINATES (ANGSTROEM)
H  -1.237  -2.220  -1.518  0.082
H  2.924  -0.118  -0.480  0.057
C  1.905  0.098  -0.788  0.033
H  -2.415  -0.936  -1.182  0.085
H  -1.223  1.322  -0.065  0.055
O  0.131  3.630  1.551  0.069
H  -0.584  0.684  1.681  0.100
H  -1.665  -1.802  0.166  0.083
H  0.574  -1.841  1.371  0.079
N  -1.184  2.263  0.310  0.157
H  -1.280  3.019  -0.354  0.114
C  -0.349  2.532  1.336  -0.681
N  -0.426  -0.403  -0.818  -0.103
H  -0.413  0.145  -1.683  0.133
H  1.764  0.987  -1.392  0.056
O  -0.119  1.442  2.076  0.105
C  -1.487  -1.402  -0.836  -0.097
H  0.858  -2.815  -0.093  0.080
C  0.880  -0.687  -0.421  -0.441
H  2.203  -1.998  0.703  0.084
C  1.144  -1.901  0.438  -0.049

Cartesian forces (eV/Å) of the 6 atoms listed first:
H -0.208 -0.174 0.084
H -0.315 0.003 0.039
C -0.154 -0.077 0.033
H 0.178 -0.027 0.085
H 0.122 0.134 0.035
O -0.375 -1.172 0.302

***

ORCA calculation (ωB97M-V with the def2-TZVPD basis set) on a 2-piece molecular cluster, C5H12N2O3 overall.

Calculated values
Kohn-Sham gap = 10.10 eV
SMILES = C/C(CCN)=N\O.O=CO
HOMO level = -9.7 eV
Relative energy (zero: lowest compared OMol25 entry of this formula, charge and spin) = 65.9 kcal/mol

Last column: Löwdin charge in e.
CARTESIAN COORDINATES (ANGSTROEM)
C  -1.878  0.162  -0.072  -0.365
H  2.778  -0.462  -1.820  0.131
H  1.748  2.035  0.055  0.083
N  -2.863  0.974  -0.013  0.024
N  1.739  1.135  0.529  -0.002
H  -2.366  -1.527  1.159  0.092
H  0.409  -0.254  1.321  0.111
C  3.451  -0.623  -0.955  -0.433
H  2.314  1.224  1.362  0.085
O  3.205  -1.758  -0.290  0.065
H  -1.050  -1.823  -0.008  0.073
O  4.512  -0.054  -0.831  0.048
O  -4.064  0.343  0.263  -0.063
H  -0.039  0.189  -1.154  0.115
C  0.375  0.755  0.885  -0.283
C  -0.528  0.760  -0.349  -0.163
H  -0.662  1.792  -0.703  0.117
H  2.474  -2.247  -0.690  0.104
H  -0.060  1.424  1.648  0.117
H  -2.753  -1.738  -0.554  0.087
H  -4.732  1.010  0.077  0.091
C  -2.011  -1.318  0.139  -0.034

Cartesian forces (eV/Å) of the 6 atoms listed first:
C -0.447 0.255 0.102
H -0.172 0.366 0.544
H 0.027 -0.114 0.137
N 0.688 0.155 -0.321
N 0.025 0.030 -0.112
H 0.070 0.023 -0.306

***

ORCA calculation (ωB97M-V with the def2-TZVPD basis set) on an isolated ion of composition C5H12N2OPS2 and charge -1.

Calculated values
Total charge = -1
Kohn-Sham gap = 6.39 eV
SMILES = CNC(=S)CN(CS)P(C)[O-]
HOMO level = -3.3 eV
Relative energy (zero: lowest compared OMol25 entry of this formula, charge and spin) = 14.6 kcal/mol

Last column: Löwdin charge in e.
CARTESIAN COORDINATES (ANGSTROEM)
C  0.086  -1.541  1.109  -0.496
H  -1.323  1.041  -3.094  0.042
C  -0.935  0.545  -2.287  -0.061
N  0.203  -0.323  0.371  -0.365
H  0.969  -2.133  1.135  0.030
H  -2.895  0.397  -1.770  0.064
H  -0.099  1.661  0.306  0.095
H  -0.769  -0.494  -2.583  0.084
H  3.823  -0.037  1.054  -0.054
P  1.863  0.036  -0.336  0.590
S  -3.318  1.241  0.714  0.550
O  1.736  1.364  -0.941  -0.553
S  -1.422  -2.668  0.344  0.474
C  2.878  0.269  1.285  -0.288
N  -2.042  0.439  -1.336  -0.076
C  -1.896  0.814  -0.019  -0.843
H  -0.814  0.919  1.700  0.094
H  -0.296  -1.294  2.139  0.075
H  2.961  1.351  1.712  0.056
H  -0.172  1.143  -1.671  0.074
C  -0.646  0.829  0.652  -0.302
H  -0.487  -3.263  -0.574  -0.146
H  2.593  -0.295  2.089  -0.045

Cartesian forces (eV/Å) of the 6 atoms listed first:
C -3.124 2.299 -0.039
H -0.548 1.655 -2.207
C 0.564 -0.958 3.604
N 1.372 -0.565 -0.111
H 0.609 -0.458 -0.240
H -2.691 0.069 -0.134

***

ORCA calculation (ωB97M-V with the def2-TZVPD basis set) on an isolated molecule of C5H12N2S.

Calculated values
Kohn-Sham gap = 9.24 eV
SMILES = CS[C@@H]1C[C@]1(N)CN
HOMO level = -8.4 eV
Relative energy (zero: lowest compared OMol25 entry of this formula, charge and spin) = 20.2 kcal/mol

Last column: Löwdin charge in e.
CARTESIAN COORDINATES (ANGSTROEM)
H  1.464  0.244  2.090  0.100
H  1.182  1.750  1.617  0.058
H  0.689  2.413  -0.754  0.104
N  1.547  0.886  1.275  0.063
H  0.828  -1.355  -1.182  0.099
H  3.091  -0.785  -1.177  0.081
H  -1.621  -1.357  1.416  0.023
C  -0.578  0.850  -0.007  -0.605
H  0.854  -1.718  0.490  0.099
S  -1.895  -0.154  -0.622  0.850
C  0.431  1.371  -0.982  -0.083
C  0.812  0.351  0.109  -0.504
H  -0.918  1.618  0.721  0.118
C  1.261  -1.051  -0.251  -0.227
H  -3.286  -1.406  0.778  0.044
N  2.739  -1.195  -0.277  -0.005
H  -2.657  0.065  1.600  0.024
H  3.134  -0.458  0.325  0.048
H  0.416  1.089  -2.064  0.120
C  -2.401  -0.767  0.981  -0.406

Cartesian forces (eV/Å) of the 6 atoms listed first:
H 0.018 0.380 -0.954
H -0.334 0.686 -0.172
H 0.168 -0.451 -0.466
N 0.485 -1.506 0.234
H -0.147 -0.123 -0.599
H -0.653 -0.913 0.617

***

ORCA calculation (ωB97M-V with the def2-TZVPD basis set) on an isolated ion of composition C5H12N2S3 and charge +2.

Calculated values
Total charge = +2
Kohn-Sham gap = 9.45 eV
HOMO level = -17.2 eV
Relative energy (zero: lowest compared OMol25 entry of this formula, charge and spin) = 10.9 kcal/mol

Last column: Löwdin charge in e.
CARTESIAN COORDINATES (ANGSTROEM)
H  3.818  0.698  0.787  0.124
C  1.629  -0.464  -0.336  -0.800
H  -4.459  -1.617  -0.196  0.211
H  -3.519  -1.198  1.316  0.190
H  -3.160  -2.703  0.560  0.249
C  -2.561  -1.079  -0.607  -0.603
H  0.143  1.426  -1.388  0.084
S  2.669  -1.545  0.475  1.023
N  -3.544  -1.657  0.355  0.145
N  2.076  0.741  -0.606  -0.210
S  -2.197  0.645  -0.189  0.999
H  -1.162  -1.343  1.012  0.120
H  1.196  2.629  -0.607  0.083
C  -1.244  -0.868  -0.014  -0.851
H  1.669  2.082  -2.121  0.104
C  3.460  1.075  -0.267  -0.052
H  -2.624  -1.594  -1.558  0.145
H  4.193  0.765  -0.970  0.102
S  0.151  -1.250  -1.105  0.968
C  1.245  1.790  -1.199  0.007
H  3.735  2.144  -0.179  0.124
H  1.950  -2.529  0.244  -0.162

Cartesian forces (eV/Å) of the 6 atoms listed first:
H -1.089 0.348 -1.951
C 0.145 0.172 -0.726
H 0.852 -0.445 1.780
H -0.570 -0.175 -1.632
H -1.884 2.495 -0.710
C 0.163 0.679 0.699

***

DFT total energy (eV)
-10407.083 -10401.815 -10404.494 -10403.806 -10397.558 -10398.832 -12453.083 -12454.843 -14500.646 -41366.815 -19193.839 -40846.553
Strongest force on any atom (Eh/bohr)
0.0144 0.1287 0.1028 0.0493 0.0354 0.0251 0.0314 0.0309 0.0511 0.1119 0.0374 0.0737